(1)
Formula: C2H2NO5S
Source: OMol25
Level of theory: ωB97M-V/def2-TZVPD

Largest force on an atom (eV/Å): 2.76
HOMO level (eV): -4.15
Energy above the lowest of the compared OMol25 structures with the same formula, charge and spin (kcal/mol): 91.10
Spin multiplicity: 1
E_LUMO (Eh): 0.1452
Net charge: -1

Atoms and positions in Å:
C1 0.8967 0.1927 -0.1321
O1 -2.6506 -0.4163 -0.4279
O2 -1.2449 1.5157 -0.2816
O3 1.1270 1.5236 -0.1302
O4 0.4711 -1.7747 -0.4178
N1 -0.1203 -0.5074 -0.8343
C2 1.4884 -0.9802 0.1416
O5 -1.0284 -0.2418 1.4838
H1 0.2984 1.9915 -0.3330
S1 -1.4634 0.1429 0.1596
H2 2.2258 -1.4462 0.7718

For reference, the Löwdin charges in units of e are:
1. C -0.44
2. O -0.33
3. O -0.34
4. O 0.04
5. O -0.07
6. N -0.07
7. C -0.10
8. O -0.31
9. H 0.05
10. S 0.47
11. H 0.09

(2)
Formula: C2H2O2
Source: OMol25
Level of theory: ωB97M-V/def2-TZVPD

Largest force on an atom (eV/Å): 3.97
SMILES: O=CC=O
HOMO level (eV): -10.27
Energy above the lowest of the compared OMol25 structures with the same formula, charge and spin (kcal/mol): 8.46
Spin multiplicity: 1
E_LUMO (Eh): -0.0291

Atoms and positions in Å:
O1 1.4497 -0.9284 0.1007
H1 1.2663 0.9036 -0.5220
C1 -0.7705 0.0206 0.1039
H2 -1.1756 0.8989 0.6085
C2 0.7075 0.0259 -0.1708
O2 -1.4774 -0.9206 -0.1203

For reference, the Löwdin charges in units of e are:
1. O 0.06
2. H 0.12
3. C -0.21
4. H 0.12
5. C -0.17
6. O 0.10

(3)
Formula: C2H2O2
Source: OMol25
Level of theory: ωB97M-V/def2-TZVPD

Largest force on an atom (eV/Å): 5.19
HOMO level (eV): -9.69
Energy above the lowest of the compared OMol25 structures with the same formula, charge and spin (kcal/mol): 30.83
Spin multiplicity: 1
E_LUMO (Eh): 0.0032

Atoms and positions in Å:
H1 0.4898 0.1578 -0.9197
C1 -0.1053 0.4274 -0.0316
O1 -2.9290 -0.1452 0.0993
O2 -0.4631 1.6190 -0.0318
C2 -1.8813 -0.3409 -0.2269
H2 -0.0079 0.0837 0.9414

For reference, the Löwdin charges in units of e are:
1. H 0.11
2. C -0.31
3. O 0.19
4. O -0.10
5. C 0.04
6. H 0.07

(4)
Formula: C2H2O2Rh
Source: OMol25
Level of theory: ωB97M-V/def2-TZVPD

Largest force on an atom (eV/Å): 2.92
HOMO level (spin up / spin down) (eV): -18.89 / -22.78
Energy above the lowest of the compared OMol25 structures with the same formula, charge and spin (kcal/mol): 11.69
Spin multiplicity: 6
E_LUMO (spin up / spin down) (Eh): -0.4218 / -0.5106
Net charge: +2

Atoms and positions in Å:
H1 0.3607 -1.8131 -0.6637
C1 0.8624 -0.3941 0.3574
H2 -0.0553 0.3144 -1.4815
Rh1 -1.3988 1.8177 1.8643
O1 1.0495 -1.6017 0.1297
C2 -0.0622 0.3869 -0.3759
O2 -0.7563 1.2899 0.1697

For reference, the Löwdin charges in units of e are:
1. H 0.26
2. C 0.08
3. H 0.19
4. Rh 1.54
5. O 0.22
6. C -0.14
7. O -0.16

(5)
Formula: C2H2O2S
Source: OMol25
Level of theory: ωB97M-V/def2-TZVPD

Largest force on an atom (eV/Å): 4.88
HOMO level (eV): -10.25
Energy above the lowest of the compared OMol25 structures with the same formula, charge and spin (kcal/mol): 42.62
Spin multiplicity: 1
E_LUMO (Eh): -0.0369

Atoms and positions in Å:
H1 -1.7167 0.7322 -0.6146
C1 -1.2069 -0.1519 -0.4763
C2 0.3249 -0.1981 0.1377
H2 0.7668 -1.2206 0.3196
S1 1.1736 1.1437 0.2995
O1 2.3844 0.8726 1.0779
O2 -1.7261 -1.1778 -0.7438

For reference, the Löwdin charges in units of e are:
1. H 0.08
2. C -0.27
3. C -0.34
4. H 0.10
5. S 0.92
6. O -0.55
7. O 0.06

(6)
Formula: C2H2O2S
Source: OMol25
Level of theory: ωB97M-V/def2-TZVPD

Largest force on an atom (eV/Å): 1.55
SMILES: O=C1O[C@H]1S
HOMO level (eV): -10.17
Energy above the lowest of the compared OMol25 structures with the same formula, charge and spin (kcal/mol): 23.62
Spin multiplicity: 1
E_LUMO (Eh): 0.0231

Atoms and positions in Å:
C1 0.7502 -0.7503 -0.0042
S1 -1.3065 1.1691 -0.4265
C2 -0.1345 0.2562 0.5557
H1 -1.2302 0.4095 -1.5208
O1 1.3038 0.4114 0.2060
O2 0.9339 -1.8298 -0.4289
H2 -0.3166 0.3339 1.6186

For reference, the Löwdin charges in units of e are:
1. C -0.55
2. S 0.81
3. C -0.50
4. H -0.12
5. O 0.10
6. O 0.17
7. H 0.10

(7)
Formula: C2H2O2S2
Source: OMol25
Level of theory: ωB97M-V/def2-TZVPD

Largest force on an atom (eV/Å): 8.50
SMILES: O=C(S)C(=O)S
HOMO level (eV): -9.88
Energy above the lowest of the compared OMol25 structures with the same formula, charge and spin (kcal/mol): 76.17
Spin multiplicity: 1
E_LUMO (Eh): -0.0345

Atoms and positions in Å:
C1 0.3724 -0.6518 -0.6870
O1 -0.3879 -1.1298 -1.5352
O2 -0.2234 0.2159 1.7037
S1 2.2216 -0.4204 -0.0183
H1 2.4322 -1.7965 -0.7419
C2 -0.4118 0.4107 0.3756
H2 -2.2134 1.8380 1.1481
S2 -1.7898 1.5337 -0.2451

For reference, the Löwdin charges in units of e are:
1. C -0.59
2. O 0.02
3. O -0.15
4. S 0.67
5. H -0.01
6. C -0.63
7. H -0.03
8. S 0.70

(8)
Formula: C2H2O2S2
Source: OMol25
Level of theory: ωB97M-V/def2-TZVPD

Largest force on an atom (eV/Å): 3.58
HOMO level (spin up / spin down) (eV): -9.82 / -9.82
Energy above the lowest of the compared OMol25 structures with the same formula, charge and spin (kcal/mol): 51.64
Spin multiplicity: 1
E_LUMO (spin up / spin down) (Eh): -0.0504 / -0.0504

Atoms and positions in Å:
S1 -0.8229 0.7208 -2.6244
O1 -1.2553 0.1340 1.0218
H1 1.9259 -1.0045 0.9597
H2 0.8521 -2.1832 0.4815
C1 0.8303 -1.1309 0.7581
O2 -0.0630 2.2696 -0.5144
S2 -1.2556 1.5965 -1.0037
C2 -0.2116 -0.4022 0.9213

For reference, the Löwdin charges in units of e are:
1. S 0.24
2. O 0.04
3. H 0.10
4. H 0.08
5. C 0.03
6. O -0.58
7. S 0.41
8. C -0.31

(9)
Formula: C2H2O3
Source: OMol25
Level of theory: ωB97M-V/def2-TZVPD

Largest force on an atom (eV/Å): 2.58
HOMO level (eV): -10.56
Energy above the lowest of the compared OMol25 structures with the same formula, charge and spin (kcal/mol): 145.05
Spin multiplicity: 1
E_LUMO (Eh): 0.0098

Atoms and positions in Å:
O1 -3.2722 -0.2991 -0.8795
O2 -0.9472 -0.1412 0.5540
C1 -0.7392 0.7619 -0.2426
H1 -1.4773 0.9850 -1.0559
C2 -3.2133 -0.5992 0.4323
O3 -3.5394 0.6263 0.2002
H2 0.1839 1.3199 -0.2531

For reference, the Löwdin charges in units of e are:
1. O -0.02
2. O -0.03
3. C -0.07
4. H 0.09
5. C -0.06
6. O 0.01
7. H 0.08

(10)
Formula: C2H2O3
Source: OMol25
Level of theory: ωB97M-V/def2-TZVPD

Largest force on an atom (eV/Å): 2.74
HOMO level (eV): -8.73
Energy above the lowest of the compared OMol25 structures with the same formula, charge and spin (kcal/mol): 54.64
Spin multiplicity: 1
E_LUMO (Eh): 0.0178

Atoms and positions in Å:
H1 2.4584 0.8200 -1.2012
H2 0.9180 -0.4496 0.8612
O1 2.0557 0.0246 -0.6700
O2 -2.7337 -1.2656 0.5878
C1 1.5592 0.4386 0.4591
C2 -2.3363 -0.2580 0.2279
O3 -1.9214 0.6900 -0.2649

For reference, the Löwdin charges in units of e are:
1. H 0.15
2. H 0.01
3. O -0.10
4. O 0.22
5. C -0.04
6. C -0.45
7. O 0.21

(11)
Formula: C2H2O3
Source: OMol25
Level of theory: ωB97M-V/def2-TZVPD

Largest force on an atom (eV/Å): 3.37
SMILES: O=CC(=O)O
HOMO level (eV): -11.01
Energy above the lowest of the compared OMol25 structures with the same formula, charge and spin (kcal/mol): 11.48
Spin multiplicity: 1
E_LUMO (Eh): -0.0383

Atoms and positions in Å:
O1 -1.5645 0.0300 -0.0540
C1 -0.5498 -0.6513 0.0358
O2 1.8053 -0.6065 -0.0341
C2 0.7867 -0.0034 -0.0026
H1 -0.7093 -1.7215 -0.0571
H2 -0.3810 1.5573 0.1464
O3 0.6125 1.3954 -0.0344

For reference, the Löwdin charges in units of e are:
1. O 0.07
2. C -0.11
3. O 0.17
4. C -0.46
5. H 0.14
6. H 0.13
7. O 0.06

(12)
Formula: C2H2O3
Source: OMol25
Level of theory: ωB97M-V/def2-TZVPD

Largest force on an atom (eV/Å): 2.75
HOMO level (eV): -11.46
Energy above the lowest of the compared OMol25 structures with the same formula, charge and spin (kcal/mol): 15.29
Spin multiplicity: 1
E_LUMO (Eh): 0.0273

Atoms and positions in Å:
H1 0.5960 1.4364 0.5679
C1 1.3342 -1.2942 0.8552
O1 1.4842 -2.2312 1.4715
O2 -0.0781 1.4225 -0.1613
O3 -2.1733 -0.4457 -1.3422
C2 -1.5492 -0.6557 -0.3996
H2 0.3862 1.7679 -0.9915

For reference, the Löwdin charges in units of e are:
1. H 0.04
2. C -0.01
3. O 0.04
4. O -0.16
5. O 0.02
6. C -0.01
7. H 0.09

(13)
Formula: C2H2O3
Source: OMol25
Level of theory: ωB97M-V/def2-TZVPD

Largest force on an atom (eV/Å): 4.70
SMILES: O=CC(=O)O
HOMO level (eV): -10.47
Energy above the lowest of the compared OMol25 structures with the same formula, charge and spin (kcal/mol): 13.33
Spin multiplicity: 1
E_LUMO (Eh): -0.0154

Atoms and positions in Å:
O1 -1.5693 0.0786 -0.1254
C1 -0.6706 -0.6387 0.0664
C2 0.7157 0.0626 0.0429
H1 -0.3082 1.5322 -0.1398
O2 1.6965 -0.6429 -0.1238
H2 -0.4869 -1.7754 0.2551
O3 0.6228 1.3835 0.0245

For reference, the Löwdin charges in units of e are:
1. O 0.12
2. C -0.16
3. C -0.48
4. H 0.09
5. O 0.11
6. H 0.17
7. O 0.15

(14)
Formula: C2H2O3S
Source: OMol25
Level of theory: ωB97M-V/def2-TZVPD

Largest force on an atom (eV/Å): 4.02
HOMO level (eV): -8.88
Energy above the lowest of the compared OMol25 structures with the same formula, charge and spin (kcal/mol): 106.78
Spin multiplicity: 1
E_LUMO (Eh): -0.0071

Atoms and positions in Å:
H1 0.7471 0.9739 -1.4823
O1 -0.2060 -1.3382 0.3235
S1 1.0284 -2.4072 0.2304
C1 0.6721 1.2656 -0.4886
H2 1.2953 0.6803 0.1641
C2 -1.2368 -0.8896 0.6127
O2 -2.2861 -0.4377 0.7379
O3 -0.0141 2.1527 -0.0977

For reference, the Löwdin charges in units of e are:
1. H 0.07
2. O -0.50
3. S 0.52
4. C -0.16
5. H 0.06
6. C -0.32
7. O 0.29
8. O 0.04

(15)
Formula: C2H2O3S
Source: OMol25
Level of theory: ωB97M-V/def2-TZVPD

Largest force on an atom (eV/Å): 2.77
SMILES: O=S(=O)=C1CO1
HOMO level (spin up / spin down) (eV): -10.00 / -10.03
Energy above the lowest of the compared OMol25 structures with the same formula, charge and spin (kcal/mol): 127.99
Spin multiplicity: 1
E_LUMO (spin up / spin down) (Eh): -0.0832 / -0.0840

Atoms and positions in Å:
H1 -0.9969 -0.9002 -0.3156
O1 -1.0065 1.1342 -0.4909
O2 1.2692 -1.4428 -0.1753
H2 -2.1088 -0.0910 0.9952
S1 1.4431 -0.0353 -0.4495
O3 2.7532 0.5329 -0.2262
C1 -1.2833 -0.0140 0.2307
C2 -0.0701 0.8162 0.4315

For reference, the Löwdin charges in units of e are:
1. H 0.08
2. O -0.04
3. O -0.35
4. H 0.14
5. S 0.86
6. O -0.36
7. C -0.19
8. C -0.15

(16)
Formula: C2H2O3S
Source: OMol25
Level of theory: ωB97M-V/def2-TZVPD

Largest force on an atom (eV/Å): 3.27
SMILES: O=C(O)C(O)=S
HOMO level (eV): -9.82
Energy above the lowest of the compared OMol25 structures with the same formula, charge and spin (kcal/mol): 17.13
Spin multiplicity: 1
E_LUMO (Eh): -0.0303

Atoms and positions in Å:
O1 -0.6173 -1.5570 0.1545
C1 0.7229 0.3655 -0.0003
H1 0.2186 -1.9332 -0.0539
O2 0.4877 1.6502 0.1240
C2 -0.7255 -0.2831 -0.0305
O3 -1.7544 0.3060 -0.2129
H2 -0.5187 1.7947 0.1093
S1 2.1867 -0.3430 -0.0901

For reference, the Löwdin charges in units of e are:
1. O 0.15
2. C -0.78
3. H 0.06
4. O 0.02
5. C -0.52
6. O 0.14
7. H 0.15
8. S 0.78

(17)
Formula: C2H2O3S
Source: OMol25
Level of theory: ωB97M-V/def2-TZVPD

Largest force on an atom (eV/Å): 4.17
HOMO level (spin up / spin down) (eV): -7.06 / -10.79
Energy above the lowest of the compared OMol25 structures with the same formula, charge and spin (kcal/mol): 40.64
Spin multiplicity: 3
E_LUMO (spin up / spin down) (Eh): -0.0014 / -0.1382

Atoms and positions in Å:
H1 -0.9728 0.9781 0.2562
C1 1.0056 -0.3524 0.1073
S1 0.9294 2.1500 0.8018
C2 0.1617 0.7925 0.2168
O1 2.1897 -0.3197 0.1387
O2 2.3178 2.2855 0.9763
H2 0.3735 -1.1812 0.3184
O3 -0.0209 3.1997 1.0991

For reference, the Löwdin charges in units of e are:
1. H 0.14
2. C -0.39
3. S 0.79
4. C -0.13
5. O 0.10
6. O -0.29
7. H 0.11
8. O -0.34

(18)
Formula: C2H2O4
Source: OMol25
Level of theory: ωB97M-V/def2-TZVPD

Largest force on an atom (eV/Å): 2.74
SMILES: O=C1OO1.C=O
HOMO level (eV): -10.52
Energy above the lowest of the compared OMol25 structures with the same formula, charge and spin (kcal/mol): 132.61
Spin multiplicity: 1
E_LUMO (Eh): 0.0156

Atoms and positions in Å:
O1 3.6574 -0.7735 -0.7748
O2 1.1837 0.3272 0.2648
C1 3.5578 0.3707 -0.1612
H1 -0.7909 -0.3381 0.3235
C2 0.2296 -0.2665 0.6957
H2 0.4218 -0.6024 1.7067
O3 3.4734 1.5087 -0.2714
O4 3.6620 -0.6124 0.6950

For reference, the Löwdin charges in units of e are:
1. O 0.20
2. O 0.00
3. C -0.70
4. H 0.09
5. C -0.07
6. H 0.08
7. O 0.23
8. O 0.18

(19)
Formula: C2H2O4
Source: OMol25
Level of theory: ωB97M-V/def2-TZVPD

Largest force on an atom (eV/Å): 3.14
SMILES: O=C=O.O=CO
HOMO level (eV): -10.82
Energy above the lowest of the compared OMol25 structures with the same formula, charge and spin (kcal/mol): 13.89
Spin multiplicity: 1
E_LUMO (Eh): 0.0165

Atoms and positions in Å:
H1 0.5062 -1.2162 1.5230
C1 -1.8155 0.8827 -0.4479
O1 0.9007 -0.9159 -0.5596
O2 -2.3668 1.3831 -1.3355
H2 1.3841 -0.5908 -1.3576
O3 -1.2624 0.4033 0.4386
O4 1.6077 0.5183 1.0281
C2 1.0461 -0.4644 0.7109

For reference, the Löwdin charges in units of e are:
1. H 0.19
2. C -0.39
3. O 0.02
4. O 0.22
5. H 0.14
6. O 0.20
7. O 0.08
8. C -0.46

(20)
Formula: C2H2O4P
Source: OMol25
Level of theory: ωB97M-V/def2-TZVPD

Largest force on an atom (eV/Å): 5.77
HOMO level (spin up / spin down) (eV): -0.84 / -4.96
Energy above the lowest of the compared OMol25 structures with the same formula, charge and spin (kcal/mol): 53.15
Spin multiplicity: 3
E_LUMO (spin up / spin down) (Eh): 0.1602 / 0.0736
Net charge: -1

Atoms and positions in Å:
O1 -0.8129 -1.1334 0.6608
P1 0.6942 0.8031 -0.1469
H1 0.7773 0.7556 -1.6188
O2 1.4002 2.1028 0.2168
C1 -0.6856 0.3851 0.9940
O3 1.7397 -0.3757 0.2080
H2 1.2428 -1.0720 0.5295
C2 -1.7680 -0.5576 0.0129
O4 -2.5878 -0.9079 -0.8562

For reference, the Löwdin charges in units of e are:
1. O -0.11
2. P 0.51
3. H 0.05
4. O -0.48
5. C -0.08
6. O -0.24
7. H -0.03
8. C -0.60
9. O -0.02

Number 1: molar mass 152.1 g/mol, DFT total energy -24667.1729 eV. Number 2: molar mass 58.0 g/mol, DFT total energy -6199.6875 eV. Number 3: molar mass 58.0 g/mol, DFT total energy -6198.7174 eV. Number 4: molar mass 160.9 g/mol, DFT total energy -9180.9892 eV. Number 5: molar mass 90.1 g/mol, DFT total energy -17034.1766 eV. Number 6: molar mass 90.1 g/mol, DFT total energy -17035.0006 eV. Number 7: molar mass 122.2 g/mol, DFT total energy -27868.3030 eV. Number 8: molar mass 122.2 g/mol, DFT total energy -27869.3666 eV. Number 9: molar mass 74.0 g/mol, DFT total energy -8242.3069 eV. Number 10: molar mass 74.0 g/mol, DFT total energy -8246.2274 eV. Number 11: molar mass 74.0 g/mol, DFT total energy -8248.0991 eV. Number 12: molar mass 74.0 g/mol, DFT total energy -8247.9339 eV. Number 13: molar mass 74.0 g/mol, DFT total energy -8248.0189 eV. Number 14: molar mass 106.1 g/mol, DFT total energy -19079.8144 eV. Number 15: molar mass 106.1 g/mol, DFT total energy -19078.8948 eV. Number 16: molar mass 106.1 g/mol, DFT total energy -19083.7018 eV. Number 17: molar mass 106.1 g/mol, DFT total energy -19077.7234 eV. Number 18: molar mass 90.0 g/mol, DFT total energy -10291.4252 eV. Number 19: molar mass 90.0 g/mol, DFT total energy -10296.5733 eV. Number 20: molar mass 121.0 g/mol, DFT total energy -19580.7528 eV.